(1)
Formula: C42H46B2BrN9O21PS
Source: the OMol25 dataset
Level of theory: ωB97M-V/def2-TZVPD

XYZ file:
```
123
Properties=species:S:1:pos:R:3
C 4.270 -1.261 -0.177
O 4.554 0.150 -0.264
B 3.831 0.789 -1.260
O 4.485 1.381 -2.308
C 2.233 0.928 -1.220
Br 2.097 2.085 0.496
C 1.603 1.839 -2.353
O 0.381 1.310 -2.772
P 0.125 -0.370 -2.267
C -0.949 0.305 -0.838
C -1.104 -0.606 0.360
N -0.281 -0.772 1.314
C -1.339 -0.330 -3.543
S -2.745 -1.385 -3.306
O -3.126 -1.604 -1.920
O -2.612 -2.612 -4.085
O -0.103 -2.012 -1.694
N 0.087 -2.952 -2.656
O 0.258 -4.029 -2.199
B 1.476 -0.826 -3.629
N 2.655 -1.645 -3.354
O 1.401 -0.308 -4.920
O 1.555 -0.232 -1.175
H 5.027 -1.707 0.466
H 3.288 -1.431 0.265
H 4.312 -1.722 -1.165
H 5.426 1.175 -2.237
H 2.308 2.105 -3.146
H 1.367 2.796 -1.879
H -0.621 1.306 -0.572
H -1.957 0.429 -1.242
H -2.043 -1.156 0.433
H 0.544 -0.195 1.130
H -1.018 -0.500 -4.572
H -1.725 0.691 -3.499
H -3.785 -0.705 -3.886
H 2.552 -2.219 -2.526
H 2.856 -2.277 -4.123
H 2.224 -0.504 -5.383
C 3.053 4.226 3.103
C 2.291 4.217 4.264
C 2.727 4.902 5.387
C 3.923 5.597 5.323
C 4.693 5.624 4.171
C 4.252 4.927 3.059
N 4.398 6.313 6.507
O 3.738 6.234 7.525
O 5.445 6.932 6.418
H 2.723 3.679 2.230
H 1.361 3.666 4.296
H 2.145 4.887 6.297
H 5.627 6.166 4.143
H 4.845 4.924 2.154
C 8.426 2.329 3.236
C 7.098 2.631 3.505
C 6.137 1.633 3.476
C 6.529 0.339 3.183
C 7.847 0.021 2.908
C 8.799 1.027 2.934
N 5.521 -0.732 3.177
O 4.370 -0.426 3.404
O 5.905 -1.865 2.951
H 9.175 3.112 3.265
H 6.808 3.646 3.742
H 5.101 1.863 3.684
H 8.131 -0.995 2.679
H 9.834 0.794 2.724
C 5.686 3.895 8.925
C 5.661 2.671 9.582
C 6.299 1.570 9.033
C 6.962 1.714 7.826
C 6.995 2.924 7.157
C 6.351 4.019 7.712
N 7.655 0.556 7.246
O 7.594 -0.498 7.848
O 8.254 0.721 6.201
H 5.187 4.754 9.355
H 5.141 2.574 10.526
H 6.279 0.617 9.539
H 7.511 3.022 6.212
H 6.378 4.964 7.194
C -3.659 -7.211 -4.724
C -3.262 -8.003 -5.796
C -2.374 -7.510 -6.737
C -1.889 -6.221 -6.587
C -2.274 -5.414 -5.530
C -3.166 -5.918 -4.596
N -0.932 -5.707 -7.576
O -0.631 -6.437 -8.506
O -0.494 -4.586 -7.418
H -4.346 -7.604 -3.991
H -3.645 -9.010 -5.897
H -2.064 -8.122 -7.571
H -1.892 -4.408 -5.421
H -3.470 -5.298 -3.765
C -7.725 -1.999 -1.750
C -6.411 -2.376 -1.988
C -6.092 -3.707 -2.193
C -7.106 -4.646 -2.169
C -8.424 -4.294 -1.930
C -8.730 -2.959 -1.717
N -6.767 -6.051 -2.419
O -5.594 -6.319 -2.603
O -7.671 -6.866 -2.437
H -7.966 -0.960 -1.594
H -5.621 -1.637 -2.012
H -5.066 -3.992 -2.374
H -9.202 -5.043 -1.912
H -9.755 -2.664 -1.533
C -11.158 4.577 -1.970
C -10.026 4.656 -2.771
C -9.390 3.499 -3.192
C -9.905 2.275 -2.803
C -11.028 2.177 -2.001
C -11.655 3.339 -1.583
N -9.244 1.045 -3.263
O -8.248 1.162 -3.947
O -9.731 -0.019 -2.928
H -11.654 5.482 -1.647
H -9.638 5.620 -3.070
H -8.509 3.554 -3.814
H -11.411 1.211 -1.705
H -12.535 3.279 -0.957
```

The calculation puts the energy at -192215.073 eV. Its LUMO energy is 0.4 eV. The calculation puts the maximum force at 2.0 eV/A. As for the charge: -1. The multiplicity is 1.

Here are the Löwdin charges for atoms 1 to 99, given in e: -0.044, -0.011, -0.734, 0.181, -0.617, 0.789, -0.248, -0.302, 0.703, -0.186, -0.293, 0.086, -0.307, 0.656, -0.377, -0.387, -0.237, -0.115, 0.044, -0.594, 0.160, 0.101, -0.242, 0.075, 0.100, 0.081, 0.116, 0.120, 0.077, 0.071, 0.059, 0.087, -0.015, 0.070, 0.073, 0.066, 0.056, 0.082, 0.093, -0.078, -0.044, 0.003, -0.160, -0.018, -0.068, -0.360, 0.069, 0.051, -0.027, 0.116, 0.119, 0.118, 0.115, -0.078, -0.085, 0.009, -0.141, -0.002, -0.071, -0.343, 0.094, 0.065, 0.106, 0.089, 0.117, 0.120, 0.107, -0.061, -0.062, -0.004, -0.142, 0.008, -0.056, -0.341, 0.079, 0.077, 0.104, 0.106, 0.118, 0.103, 0.085, -0.066, -0.074, -0.019, -0.148, 0.012, -0.045, -0.356, 0.052, 0.081, 0.084, 0.101, 0.111, 0.097, 0.090, -0.069, -0.042, 0.018, -0.144

(2)
Formula: C42H46CrN6O2P2
Source: the OMol25 dataset
Level of theory: ωB97M-V/def2-TZVPD

XYZ file:
```
99
Properties=species:S:1:pos:R:3
Cr 0.058 -2.376 1.722
C -1.489 2.377 1.451
C -1.519 1.269 0.734
C -0.893 0.934 -0.601
C 0.549 0.347 -0.725
C 1.665 1.100 -0.093
C 1.549 2.267 0.560
C 0.557 3.355 0.284
C -0.561 3.550 1.334
C 2.046 -3.086 2.093
H -2.254 2.523 2.229
H -2.077 0.409 1.159
H -0.939 1.771 -1.325
H -1.549 0.120 -1.000
H 0.579 -0.724 -0.434
H 0.762 0.301 -1.806
H 2.602 0.535 -0.062
H 2.316 2.507 1.294
H 0.114 3.247 -0.721
H 1.162 4.277 0.301
H -0.155 3.732 2.341
H -1.130 4.466 1.122
H 2.537 -2.087 2.120
H 2.485 -3.645 1.255
H 2.344 -3.589 3.021
P 1.993 -0.853 -3.470
P -2.031 -0.184 -3.316
N 3.259 0.260 -4.015
N 2.440 -2.077 -4.694
N -2.123 1.476 -3.915
N -3.417 -0.671 -4.323
C 0.643 -0.051 -4.471
C -0.698 -0.830 -4.450
C 4.435 0.459 -3.276
C 5.315 1.226 -4.033
C 4.687 1.479 -5.298
C 3.430 0.883 -5.256
C 2.738 -3.399 -4.346
C 3.028 -4.119 -5.503
C 2.925 -3.204 -6.610
C 2.554 -1.967 -6.085
C -2.239 2.633 -3.119
C -1.909 3.747 -3.883
C -1.611 3.279 -5.208
C -1.737 1.894 -5.197
C -4.127 -0.054 -5.367
C -5.019 -0.976 -5.915
C -4.838 -2.215 -5.209
C -3.854 -2.007 -4.254
H 0.948 0.036 -5.527
H 0.555 0.977 -4.075
H -1.103 -0.888 -5.479
H -0.549 -1.869 -4.095
H 4.509 0.059 -2.276
H 6.294 1.563 -3.729
H 5.096 2.027 -6.134
H 2.661 0.885 -6.011
H 2.705 -3.687 -3.308
H 3.276 -5.168 -5.555
H 3.094 -3.431 -7.652
H 2.369 -1.040 -6.602
H -2.621 2.572 -2.107
H -1.874 4.770 -3.531
H -1.334 3.884 -6.066
H -1.627 1.188 -6.010
H -3.971 0.980 -5.635
H -5.707 -0.805 -6.732
H -5.368 -3.144 -5.388
H -3.415 -2.666 -3.522
O 1.091 1.154 2.840
C 0.373 0.428 3.506
N -0.279 0.793 4.695
C -0.566 -0.391 5.461
C -0.639 -1.407 4.332
O -1.223 -2.499 4.319
N 0.037 -0.912 3.259
C 0.608 -0.695 6.399
C 1.361 -1.858 6.278
C 2.384 -2.116 7.199
C 2.652 -1.224 8.237
C 1.885 -0.057 8.357
C 0.868 0.211 7.438
C -1.855 -0.310 6.243
C -2.010 -1.153 7.348
C -3.143 -1.046 8.153
C -4.149 -0.133 7.820
C -4.013 0.678 6.685
C -2.862 0.586 5.887
H 0.067 1.645 5.128
H 1.159 -2.578 5.484
H 2.959 -3.037 7.104
H 3.439 -1.436 8.967
H 2.059 0.643 9.175
H 0.250 1.104 7.540
H -1.215 -1.856 7.608
H -3.229 -1.668 9.048
H -5.034 -0.038 8.453
H -4.792 1.399 6.422
H -2.728 1.228 5.012
```

The calculation puts the energy at -104331.258 eV. The expectation value of S² is 6.08. Its LUMO energy (alpha / beta) is -1.1 / -1.3 eV. The calculation puts the maximum force at 3.4 eV/A. The multiplicity is 5.

What are the Löwdin partial charges on each atom? They are as follows, in elementary charge units: 0.909, -0.125, -0.111, -0.248, -0.226, -0.121, -0.123, -0.176, -0.181, -0.224, 0.107, 0.104, 0.058, 0.016, 0.077, 0.009, 0.102, 0.105, 0.104, 0.117, 0.113, 0.109, -0.019, -0.034, -0.023, 1.118, 1.130, -0.260, -0.261, -0.251, -0.270, -0.394, -0.371, -0.141, -0.094, -0.082, -0.156, -0.157, -0.099, -0.083, -0.140, -0.140, -0.080, -0.078, -0.181, -0.130, -0.091, -0.104, -0.169, 0.054, 0.080, 0.085, 0.068, 0.093, 0.088, 0.091, 0.084, 0.087, 0.086, 0.089, 0.080, 0.106, 0.094, 0.096, 0.108, 0.092, 0.089, 0.090, 0.091, 0.062, -0.494, 0.151, -0.311, -0.466, 0.029, 0.059, -0.160, -0.013, -0.069, -0.087, -0.072, -0.030, -0.157, -0.017, -0.071, -0.092, -0.078, -0.020, 0.157, 0.114, 0.105, 0.104, 0.104, 0.124, 0.127, 0.105, 0.101, 0.102, 0.108